The following is a quantum chemistry calculation of a 13-piece molecular cluster, C28H79N8O14 overall at a distorted geometry, from OMol25.

Computed properties:
HOMO-LUMO gap, Eh: 0.2929
Charge: -1
2S+1: 1

Last column: Löwdin charge in e.
Cartesian coordinates (Å):
N (-1.16, 2.17, 3.40)  0.15
H (-5.03, -1.22, -1.42)  0.17
H (2.22, -1.55, 5.13)  0.05
H (3.32, -1.83, 2.69)  0.11
H (-3.47, 3.08, 1.92)  0.07
H (-5.24, -2.89, -3.67)  0.10
H (4.59, 3.09, -0.63)  0.04
C (-3.37, 2.22, -0.04)  -0.67
C (0.75, 0.00, 4.65)  -0.62
O (4.20, 0.00, 2.14)  0.01
C (3.24, 0.68, 1.76)  -0.60
H (2.93, -3.01, -0.39)  0.13
C (1.81, 1.04, 4.91)  -0.01
H (1.34, 0.94, -3.58)  0.11
C (3.27, 2.95, -2.29)  -0.56
H (3.15, 4.00, -0.24)  0.07
C (-4.11, -1.18, -2.95)  -0.71
H (-1.20, 0.31, -1.00)  0.05
H (2.72, 2.09, -1.95)  0.09
H (-4.91, -0.47, -3.21)  0.16
H (-1.98, -1.02, -2.89)  0.07
O (-4.30, 2.54, -0.76)  0.02
N (1.34, -4.10, 2.74)  0.17
H (1.80, 1.36, 5.98)  0.10
H (-2.72, -0.05, -4.25)  0.09
O (0.74, -1.06, 1.05)  -0.07
H (-2.91, -2.08, 3.32)  0.07
H (2.30, 1.18, -0.09)  0.04
H (-1.50, 3.19, 5.56)  0.12
C (-0.31, -0.26, -0.82)  0.00
C (4.49, 2.46, -3.11)  -0.03
H (-0.48, -3.75, 0.47)  0.05
H (-0.50, 3.16, -2.72)  0.14
H (-0.31, 1.91, -1.48)  0.05
H (-0.25, -3.34, -1.87)  0.07
H (-2.56, 2.10, -0.79)  0.12
O (-1.97, -3.35, -1.32)  -0.03
H (1.74, -1.92, 1.88)  0.09
H (-4.86, 0.93, 0.83)  0.09
H (2.87, -0.54, -0.08)  0.06
H (0.56, -3.87, 2.16)  0.06
H (-4.13, -4.36, -1.46)  0.07
H (-3.33, -5.80, -0.85)  0.09
C (1.18, -1.41, 5.10)  -0.02
H (2.74, -0.23, -5.40)  0.08
C (-4.20, -2.47, -3.72)  -0.04
H (2.35, 1.43, -5.80)  0.07
H (-0.82, 0.88, 4.51)  0.02
N (0.59, -3.70, -2.33)  0.16
H (-4.18, -2.34, -4.78)  0.07
O (-0.45, 0.16, 5.03)  -0.01
O (2.85, -4.42, -2.52)  -0.21
H (0.66, -0.26, 3.57)  0.12
H (4.21, 4.59, -1.40)  0.07
O (-4.25, -1.62, -1.86)  0.03
H (-4.33, -4.79, 0.21)  0.09
H (2.75, 0.56, 4.69)  0.08
C (1.80, -3.66, -1.91)  -0.63
C (0.09, 3.83, -0.93)  -0.68
O (0.11, 5.15, -1.31)  -0.13
H (-0.83, 1.61, 2.62)  0.07
O (3.49, -4.17, 3.77)  -0.18
C (1.91, 0.46, -5.58)  -0.02
H (4.28, 2.60, 1.66)  0.06
N (2.55, -2.44, 2.40)  0.16
H (-0.49, 4.57, 5.18)  0.15
H (0.25, 2.49, 0.57)  0.09
H (-3.28, 0.83, 1.55)  0.06
H (-0.97, 1.29, -3.79)  0.05
C (-2.85, -0.45, -3.23)  -0.01
H (-1.05, 0.75, -5.37)  0.06
H (-2.85, -2.94, 0.12)  0.13
H (3.46, 2.25, 3.06)  0.05
H (-3.61, -3.32, -3.41)  0.08
H (0.02, 2.04, -5.15)  0.09
H (-2.58, -2.77, -1.74)  0.06
C (3.04, 0.48, 0.21)  -0.01
H (0.48, -4.23, -3.25)  0.16
H (0.69, 4.17, 0.89)  0.11
H (-2.88, 0.38, -2.52)  0.07
H (4.07, 1.65, -3.71)  0.05
N (0.51, 3.44, 0.21)  0.19
H (-3.55, 0.11, 0.03)  0.03
C (-0.01, -0.23, 0.56)  -0.73
N (-1.15, 3.82, 4.83)  0.14
C (-0.60, 3.29, 3.78)  -0.59
H (0.77, -1.61, 6.11)  0.09
H (-3.96, 3.18, -1.36)  0.11
O (-0.35, 0.81, 1.16)  -0.02
C (-2.48, -3.85, -0.34)  -0.63
C (-2.30, -1.60, 2.62)  -0.16
C (3.37, 2.18, 2.01)  -0.03
H (-2.07, 1.88, 3.83)  0.15
O (-1.26, -2.42, 2.35)  -0.09
C (-3.60, -4.76, -0.60)  -0.02
C (3.82, 3.68, -1.04)  -0.04
H (-0.57, -1.85, 2.07)  0.01
H (-2.91, -1.37, 1.80)  0.03
H (-0.80, -5.15, -0.31)  0.06
H (1.31, -1.11, -3.56)  0.11
C (2.45, -3.54, 3.03)  -0.67
H (0.49, 0.29, -1.41)  0.12
H (3.83, 0.89, -0.40)  0.07
H (-1.97, 3.22, 1.15)  0.05
C (-3.04, 3.34, 0.94)  -0.01
H (4.61, -0.45, 1.35)  0.15
H (0.83, -2.11, 4.32)  0.06
H (1.61, 1.82, 4.26)  0.02
H (1.37, -2.14, -0.43)  0.10
H (1.59, 3.58, -2.66)  0.02
O (0.55, 3.88, 3.21)  -0.13
H (5.23, 1.92, -2.54)  0.07
O (2.47, 3.79, -2.90)  0.01
H (-0.60, -1.23, -1.20)  0.07
C (-1.24, -4.51, 0.37)  0.00
H (-1.43, -5.00, 1.31)  0.09
C (-0.39, 1.17, -4.70)  -0.04
H (1.31, -5.05, 3.20)  0.15
N (-0.28, 2.88, -1.73)  0.17
H (2.37, 0.34, 2.34)  0.11
C (0.88, 0.42, -4.40)  -0.60
H (1.43, 0.14, -6.50)  0.07
H (-1.99, -0.58, 3.09)  0.11
N (2.05, -2.84, -0.92)  0.15
O (0.53, -0.74, -3.99)  0.01
H (2.60, 2.92, 1.63)  0.08
C (-3.82, 0.92, 0.60)  -0.01
H (4.99, 3.20, -3.83)  0.11
H (-3.31, 4.33, 0.45)  0.12

***

The following is a quantum chemistry calculation of C28H7CrF20GeN3S2 as an isolated structure at a distorted geometry, from OMol25.

Computed properties:
HOMO-LUMO gap (spin up / spin down), Eh: 0.2552 / 0.2824
Charge: +1
2S+1: 4

Last column: Mulliken spin population.
Cartesian coordinates (Å):
Ge (-0.59, -1.82, -0.51)  -0.01
F (-1.48, -2.75, -3.21)  0.00
C (2.59, -2.44, -3.27)  0.00
C (-2.81, -5.45, -0.19)  0.00
H (-4.50, 1.02, 2.74)  0.00
H (3.11, 3.49, 1.21)  0.00
F (2.58, -3.15, -5.51)  0.00
F (1.60, 0.29, 3.93)  0.00
C (-3.71, -5.15, 0.82)  0.00
Cr (-1.18, 1.72, 0.32)  3.17
F (2.57, -1.72, -1.05)  0.00
C (0.70, -0.70, 1.99)  0.01
C (-2.72, 5.83, -0.71)  0.01
F (3.91, -2.31, -3.30)  0.00
C (-2.74, -2.98, 1.00)  0.00
C (1.30, -2.88, 1.38)  0.01
N (3.11, 2.07, -0.34)  0.01
C (-2.76, 1.40, 1.53)  -0.10
F (-2.84, -6.65, -0.76)  0.00
N (0.66, 2.04, -0.43)  -0.05
H (4.58, 0.64, -0.72)  0.00
C (-2.45, 7.05, -0.11)  0.00
F (2.80, -4.10, 2.72)  0.00
C (1.51, -0.75, 3.11)  0.00
H (4.44, 1.92, -1.95)  0.00
F (0.02, 0.47, 1.80)  -0.02
F (-1.02, -4.84, -1.54)  0.00
C (0.57, -1.74, 1.09)  0.00
C (0.53, -2.97, -4.38)  0.00
H (4.49, 2.37, 1.21)  0.00
C (3.89, 1.26, -1.28)  0.00
F (-2.68, -1.79, 1.64)  0.00
C (-0.15, -2.66, -3.22)  0.01
F (-4.59, -6.05, 1.22)  0.00
C (-1.33, 4.78, 0.87)  0.03
H (3.22, 0.63, -1.85)  0.00
C (1.88, -2.15, -2.12)  0.00
F (-1.36, 8.30, 1.57)  0.00
C (-1.84, -3.24, -0.02)  0.00
C (-1.62, 7.13, 1.00)  0.01
C (1.91, -2.86, -4.40)  0.00
H (4.41, 3.68, 0.02)  0.00
S (-2.47, 3.10, -1.00)  -0.10
C (1.82, 2.06, -0.37)  0.04
C (0.50, -2.26, -2.06)  0.00
F (-4.51, -3.61, 2.42)  0.00
F (-0.24, 6.01, 2.56)  0.00
C (-1.89, -4.50, -0.59)  0.00
C (-1.05, 5.97, 1.50)  0.00
C (2.23, -1.91, 3.36)  0.00
F (-0.13, -3.37, -5.47)  0.00
F (3.01, -1.99, 4.42)  0.00
C (-3.67, -3.90, 1.43)  0.00
F (-3.52, 5.79, -1.76)  0.00
F (-0.75, 3.63, 1.39)  0.00
C (2.12, -2.99, 2.49)  0.00
F (-2.99, 8.16, -0.59)  0.00
C (-2.16, 4.65, -0.23)  -0.01
N (-3.68, 1.22, 2.19)  0.04
S (-1.67, 0.00, -1.10)  -0.06
F (1.21, -3.93, 0.56)  0.00
C (3.82, 2.96, 0.58)  0.00

***

The following is a quantum chemistry calculation of a 13-piece molecular cluster, C28H80BrFNO14S overall at a distorted geometry, from OMol25.

Computed properties:
HOMO-LUMO gap, Eh: 0.2785
Charge: +1
2S+1: 1

Last column: Löwdin charge in e.
Cartesian coordinates (Å):
O (4.12, 6.02, 0.40)  -0.14
H (-5.37, 1.00, -5.14)  0.08
H (-7.72, 1.74, 0.58)  0.07
H (0.52, -2.00, 6.33)  0.09
O (0.87, -1.66, 4.35)  -0.14
O (-0.83, -1.70, -2.04)  -0.12
H (-0.30, -1.57, 0.96)  0.17
H (-1.88, 4.53, -1.70)  0.09
H (3.56, 2.46, 2.67)  0.08
H (3.91, 4.78, -1.22)  0.07
H (5.35, -3.36, 5.28)  0.07
H (0.55, 0.55, -6.88)  0.09
H (1.50, -4.59, 3.41)  0.07
H (-5.26, 1.05, 0.97)  0.15
H (2.19, 1.48, 8.13)  0.08
C (-0.70, -3.76, 1.48)  -0.42
C (7.27, 0.19, 0.22)  -0.15
H (7.98, 0.63, -0.49)  0.08
H (0.76, 1.13, 7.14)  0.08
O (-1.49, 3.31, -5.49)  -0.14
H (1.78, 2.63, 0.03)  0.12
H (1.45, 1.92, 2.85)  0.09
H (-2.70, -1.91, 1.40)  0.12
C (1.34, 1.29, 1.85)  -0.10
H (-2.72, -1.33, -7.86)  0.07
C (0.38, 0.40, -5.81)  -0.15
H (-4.08, -0.25, 1.68)  0.11
O (-3.19, 3.93, -0.23)  -0.13
H (4.30, -1.13, -1.69)  0.08
C (3.46, -4.11, 2.16)  -0.16
H (4.40, 6.45, -1.60)  0.08
O (-2.44, -1.53, 5.47)  -0.10
H (6.87, 0.97, 0.86)  0.07
H (5.80, -4.34, 6.71)  0.08
H (0.64, 1.31, -5.27)  0.07
H (-4.28, -1.57, 4.57)  0.09
H (2.72, 6.10, -1.11)  0.08
H (-4.65, 1.68, -3.65)  0.07
H (-1.10, -0.03, -4.64)  0.06
H (-4.13, -1.13, -8.92)  0.08
H (1.00, -0.43, -5.45)  0.08
H (0.25, 1.54, 1.45)  0.07
O (-3.36, 0.60, -8.13)  -0.13
H (7.77, -0.57, 0.83)  0.08
C (3.52, 2.79, 1.53)  -0.09
C (-3.65, -0.78, -8.01)  -0.16
H (-7.62, -0.25, -0.53)  0.06
H (-1.32, 2.46, -5.94)  0.04
H (5.44, -2.59, 6.89)  0.08
Br (-3.54, -3.17, -0.46)  1.01
H (2.28, 1.64, 6.36)  0.07
H (0.37, 4.01, -6.02)  0.07
H (-1.73, 2.82, -1.17)  0.06
C (-0.68, 4.28, -6.12)  -0.16
H (-0.81, -3.74, -1.41)  0.13
C (3.30, -0.84, -2.26)  -0.08
C (1.07, -2.44, 5.50)  -0.16
O (2.26, -0.28, 7.09)  -0.14
H (1.38, -2.07, 3.63)  0.06
H (-0.95, 4.35, -7.18)  0.08
H (-1.51, -1.71, 5.21)  0.05
C (1.03, 0.47, -1.78)  -0.14
C (5.18, -3.51, 6.35)  -0.15
H (1.92, -1.12, -0.33)  0.12
H (3.98, 6.96, 0.60)  0.09
C (3.22, 0.74, -0.12)  -0.17
H (-2.93, 0.88, -7.31)  0.06
C (-0.37, -2.69, -1.05)  -0.17
H (3.28, -2.97, 1.93)  0.07
H (2.82, -1.75, -2.83)  0.09
C (-0.92, -2.46, 0.47)  -0.32
H (4.13, -4.62, 1.33)  0.09
C (1.85, 1.07, 7.18)  -0.15
H (-9.32, 1.19, 0.00)  0.08
C (2.37, 1.88, 0.71)  -0.36
H (-4.30, -0.55, -1.54)  0.11
H (-3.11, 3.33, -2.18)  0.07
H (1.94, -0.62, 6.23)  0.02
N (-2.36, -1.99, 0.39)  -0.43
O (3.82, -3.81, 6.56)  -0.15
C (-2.33, -0.59, -0.19)  -0.20
C (-3.83, -0.01, -0.61)  -0.11
H (4.09, 1.18, -0.76)  0.12
H (-6.04, 0.58, -3.54)  0.07
H (-0.62, -3.29, 2.57)  0.10
H (-1.75, 0.23, -2.26)  0.18
H (-1.97, 0.12, 0.70)  0.18
H (-2.56, 4.20, 0.47)  0.09
H (0.81, -2.81, -1.13)  0.13
C (-1.22, -0.42, -1.43)  -0.23
C (-2.43, 3.64, -1.38)  -0.16
H (3.70, -3.93, 7.52)  0.10
H (2.31, -6.07, 2.50)  0.10
H (-0.85, 5.25, -5.64)  0.08
H (-1.68, -4.43, 1.49)  0.09
H (-8.43, 2.45, -0.89)  0.08
C (-4.77, -0.01, 0.74)  -0.12
H (1.30, 1.64, -1.85)  0.15
H (3.48, 0.07, -2.98)  0.09
O (-0.98, 0.10, -5.60)  -0.13
C (-3.23, -1.76, 4.32)  -0.16
H (4.11, -4.15, 3.16)  0.08
H (4.59, 2.51, 1.09)  0.08
H (-3.13, -2.80, 4.00)  0.08
C (-8.33, 1.54, -0.30)  -0.16
C (2.30, -0.25, -1.05)  -0.29
O (-4.24, -0.29, -4.00)  -0.16
C (-5.13, 0.80, -4.09)  -0.14
H (0.71, -3.46, 5.32)  0.08
F (-5.88, -0.99, 0.71)  -0.15
H (2.14, -2.47, 5.75)  0.07
H (-4.69, -1.06, -4.40)  0.09
O (6.21, -0.41, -0.50)  -0.17
H (-4.32, -0.94, -7.16)  0.06
C (2.03, -4.92, 2.41)  -0.51
O (-7.70, 0.54, -1.09)  -0.15
H (3.33, 3.94, 1.37)  0.07
H (0.82, 0.13, -2.88)  0.12
H (1.46, 0.13, 2.02)  0.07
S (0.81, -4.77, 1.00)  0.81
H (6.60, -1.11, -1.06)  0.09
O (-0.12, 0.37, -0.87)  -0.17
H (-2.92, -1.09, 3.52)  0.05
C (3.76, 5.83, -0.96)  -0.17
H (3.72, 0.04, 0.71)  0.13
H (-3.69, 1.13, -0.91)  0.14

***

Relative energy (zero: lowest compared OMol25 entry of this formula, charge and spin) (computed, kJ/mol): 88.9 1.1 644.2
Calculated total energy (computed, eV): -70895.5488 -194568.1140 -144063.2949